209
Properties=species:S:1:pos:R:3:forces:R:3 method="wB97M-V/def2-TZVPD" charge=+1 molar_mass_da=1154.67 homo_energy_ev="-9.74 / -9.74" relative_energy_kcal_mol=0.00 energy_ha=-3830.88016 multiplicity=2 s_squared=0.7542
C -8.34007 -28.26234 15.30680 -0.2500 -1.2633 -0.4236
O -8.92801 -26.95686 15.39953 1.2633 -1.4556 1.0459
C -9.51873 -26.86067 16.68871 -0.5928 -0.7732 0.5352
C -9.92522 -25.46149 16.90504 -1.9596 1.3349 0.6382
N -10.89738 -25.25025 18.07396 2.4887 0.1560 -1.2691
C -11.64432 -23.97241 18.07133 0.4070 -1.0009 1.8022
C -12.62990 -23.84326 16.99511 -0.8702 0.1749 -1.8480
O -13.72827 -24.71438 17.10170 -0.9224 -0.4071 0.6871
C -14.74601 -24.29631 18.01702 0.1313 -0.2878 -0.4135
H -9.09019 -29.05220 15.26735 -0.7492 0.1788 -0.3629
H -7.76070 -28.67926 16.13057 0.3466 1.1674 0.7503
H -7.69814 -28.46211 14.44883 -0.2158 0.9570 -0.3307
H -8.90421 -27.11396 17.55259 0.9223 -0.3337 -0.3310
H -10.33702 -27.57384 16.78821 -0.5273 -0.0777 -0.3507
H -10.45969 -25.13288 16.01371 0.4560 0.2550 -0.3763
H -8.97095 -24.94891 17.02640 -0.3935 0.7406 0.1832
H -11.52321 -26.04297 18.06826 -0.3964 0.2016 0.0368
H -11.09755 -23.03652 18.18647 0.9112 -0.3837 -0.3727
H -12.09530 -24.03581 19.06162 -0.7267 0.3363 -0.0286
H -12.19295 -24.09175 16.02794 0.3323 -0.3506 -0.0197
H -12.96931 -22.83337 16.76486 -0.2384 0.5485 0.6974
H -14.47904 -24.31098 19.07371 0.4676 0.1624 -0.0087
H -15.57419 -25.00201 17.95229 0.0522 -0.0826 -0.3042
H -15.11727 -23.31347 17.72668 -0.0450 0.2482 0.0779
C -25.44100 -23.04085 14.09902 0.6248 -0.4928 -2.2966
O -24.96144 -23.05846 15.37032 0.2027 0.0147 3.5044
C -25.65261 -23.84619 16.33641 -0.2432 0.5943 -2.1091
C -24.68641 -24.30501 17.35666 -0.7497 0.5392 1.5816
N -24.34142 -23.26606 18.35868 1.9214 -0.1533 -1.4702
C -23.70724 -21.96818 18.05206 -0.3942 -0.2256 1.2146
C -23.18330 -21.26287 19.30645 0.2743 -0.8057 1.9765
O -22.32521 -22.12078 20.12629 -0.4485 -0.3609 -1.0364
C -22.14797 -21.76531 21.52345 0.1309 0.5909 -0.9256
H -24.49140 -22.86765 13.59269 -0.5054 0.2403 -1.0502
H -26.19314 -22.30795 13.80704 -0.0256 0.3161 0.5191
H -25.80637 -24.02089 13.79222 -0.0934 -0.2273 -0.0529
H -26.03484 -24.72902 15.82393 -0.1333 -0.2666 0.0661
H -26.51837 -23.30137 16.71289 -0.0207 -0.0038 0.4466
H -23.76875 -24.69125 16.91302 0.4404 0.2821 -0.1286
H -25.11899 -25.13642 17.91320 0.0103 0.0179 0.1888
H -23.90530 -23.66996 19.17524 -0.0694 -0.0751 0.9461
H -24.41140 -21.31031 17.54267 0.0669 -0.1411 -0.3286
H -22.84947 -22.17865 17.41329 0.0252 -0.3036 -0.5283
H -24.00312 -21.01591 19.98099 -0.3508 0.4803 -0.2962
H -22.66109 -20.36053 18.98833 0.0389 0.0292 0.0245
H -23.07939 -21.84579 22.08390 -0.0756 0.0703 -0.0488
H -21.72838 -20.76034 21.56900 -0.2533 0.2097 0.1386
H -21.38543 -22.40128 21.97309 -0.2055 -0.3494 -0.4019
C -21.23580 -17.97680 19.85018 0.5280 -0.7106 0.2734
O -20.53323 -17.33659 20.89090 -0.7086 0.0983 0.5143
C -20.38094 -18.07723 22.12727 -0.3421 0.0373 -1.0263
C -19.35811 -17.31848 22.93496 0.3134 0.4353 -0.1788
N -18.21972 -16.92865 22.13005 1.7793 -0.7567 0.8178
C -17.41652 -18.05880 21.59127 -0.4066 -1.1869 0.2681
C -17.02934 -19.28443 22.56475 -0.7096 1.3576 -1.8105
O -17.96146 -20.34980 22.27243 -0.2414 1.3705 1.5631
C -17.92905 -21.36590 23.26418 0.3289 0.2684 -0.1042
H -21.24696 -17.34493 18.96208 -0.1057 0.1652 0.2551
H -22.24004 -18.31249 20.10892 -0.4165 0.4912 0.2747
H -20.72131 -18.90050 19.58526 0.3083 -0.2112 -0.2119
H -20.06350 -19.08560 21.86171 0.3914 -0.1480 0.0848
H -21.29842 -18.19661 22.70353 -0.4856 0.3004 -0.1777
H -19.08206 -17.87914 23.82801 0.2002 -0.1748 -0.0901
H -19.73553 -16.36545 23.30558 -0.5540 -0.1202 0.0158
H -18.58646 -16.39477 21.35508 0.1708 -0.0085 -0.1035
H -16.50027 -17.76326 21.08013 0.0363 0.6697 0.3437
H -18.01969 -18.49438 20.79468 0.0530 -0.5819 -0.2328
H -16.96811 -18.94252 23.59792 -0.5673 -0.2867 0.2654
H -16.03562 -19.65944 22.31985 0.1946 0.1094 -0.2027
H -16.94703 -21.83468 23.20107 -0.0306 -0.4810 0.2141
H -18.73426 -22.06812 23.04827 0.1732 -0.0756 -0.0161
H -18.06134 -20.95452 24.26487 -0.0974 0.0743 0.0671
C -15.89094 -13.68304 14.93863 -1.0364 -1.0930 0.8181
O -15.39269 -14.87443 14.37776 0.2811 -0.3241 -1.1152
C -14.57548 -15.69902 15.20509 -0.5730 0.7734 0.2992
C -14.06666 -16.89506 14.42817 -0.8686 0.3374 0.0961
N -15.06874 -17.93164 14.05105 1.5047 0.0992 0.4415
C -14.54444 -18.83710 13.00265 -1.4520 0.8389 -0.1724
C -13.47797 -19.73059 13.55647 0.7229 -0.6550 -0.2247
O -12.95960 -20.62859 12.56987 -0.9605 -0.0281 -0.5524
C -11.78535 -21.28366 12.97688 0.4021 1.1904 1.2626
H -16.48257 -14.01313 15.79252 0.1095 0.4100 0.7409
H -16.66664 -13.26250 14.29869 0.5231 0.0876 -0.5298
H -15.15319 -12.93834 15.23736 0.2469 -0.0600 -0.1461
H -15.10875 -15.94986 16.12205 -0.3495 -0.3037 0.1187
H -13.73155 -15.09071 15.53041 0.4653 -0.1042 0.0203
H -13.28699 -17.33930 15.04694 -0.0159 -0.1028 -0.0275
H -13.59165 -16.40053 13.58087 0.1772 -0.4254 -0.6057
H -15.99454 -17.58085 13.85125 0.2936 0.2981 -0.2710
H -14.18052 -18.28568 12.13569 0.4057 0.1946 -0.0862
H -15.41824 -19.36297 12.61789 0.1522 -0.5788 0.1223
H -13.86846 -20.28702 14.40854 -0.0796 -0.2115 0.1891
H -12.66635 -19.10764 13.93236 0.2699 0.1030 0.0595
H -10.97786 -20.55160 12.96471 0.4577 0.0311 -0.2919
H -11.46909 -22.16693 12.42199 -0.6936 0.1587 -0.2651
H -11.87956 -21.49859 14.04132 0.0031 -0.6967 0.2272
C -16.15872 -25.68308 22.16808 -0.5285 -0.1556 -0.5845
O -14.85190 -25.69976 21.60442 -0.3023 -0.3618 0.4316
C -13.90152 -24.96712 22.35725 -0.0264 -0.2896 0.0232
C -14.00711 -23.52923 21.95817 0.6457 1.2322 0.8447
N -13.02645 -22.74121 22.69971 0.0135 1.4897 0.4369
C -13.11971 -21.26434 22.48414 -0.4169 -0.6568 0.9115
C -13.05282 -20.86166 21.04473 1.0951 0.1554 -1.4436
O -11.91661 -21.50593 20.41584 0.1117 0.8838 -0.3059
C -10.66478 -20.82725 20.60802 -0.1344 -0.4350 -0.2851
H -16.44767 -26.60792 22.66736 0.4031 -0.4525 -0.1612
H -16.84433 -25.51723 21.33710 -0.1174 -0.0792 0.0002
H -16.42415 -24.92663 22.90660 0.7618 0.5721 -0.0184
H -12.87845 -25.30061 22.18345 -0.0792 -0.4521 -0.4977
H -14.06222 -25.16682 23.41668 -0.1144 0.4684 0.2365
H -14.98372 -23.14883 22.25751 -0.2205 0.0723 -0.4332
H -13.81130 -23.37597 20.89692 -0.5578 -0.4381 -0.2930
H -12.09513 -22.94851 22.36841 0.1306 -0.4447 -0.0590
H -12.34644 -20.80737 23.10166 0.4093 -0.0363 -0.3118
H -14.01206 -20.83214 22.93693 -0.4766 -0.3536 -0.0204
H -12.98200 -19.79697 20.82223 0.2307 0.4496 0.6768
H -13.92806 -21.10487 20.44231 -0.1025 -0.7473 0.2584
H -10.58002 -19.79408 20.27116 -0.9869 0.4629 0.1816
H -9.93244 -21.26983 19.93281 -0.0136 -0.7275 0.3905
H -10.36101 -20.88242 21.65338 0.2525 -0.0475 -0.0233
C -11.76963 -18.64428 17.43562 -0.9110 -0.1898 -0.1754
O -12.43855 -17.39000 17.56556 0.2852 -0.1668 0.0382
C -12.42139 -16.85156 18.88203 0.3888 0.8402 0.1780
C -13.20174 -15.53010 18.91873 -0.5879 -0.9531 -0.1923
N -14.63643 -15.82906 19.02240 0.5537 -0.4407 0.4045
C -15.47190 -14.64401 19.01785 0.7161 -0.8097 0.3550
C -16.93264 -15.04081 19.15760 0.9575 0.6799 0.3755
O -17.31009 -15.55128 17.92855 -1.4240 -0.9949 -1.4223
C -18.74042 -15.62689 17.81338 0.4636 0.7347 -0.4622
H -10.72151 -18.66208 17.73433 -0.0028 0.3088 0.3504
H -11.80230 -18.99026 16.40251 -0.0298 0.5613 -0.2691
H -12.35866 -19.40707 17.94484 0.2285 -0.1952 0.5955
H -11.40055 -16.65374 19.20892 0.3961 0.0171 -0.2128
H -12.82587 -17.51602 19.64558 -0.3703 -0.4086 -0.1669
H -12.93408 -14.93909 18.04286 -0.0294 0.0599 -0.4540
H -12.91669 -14.89970 19.76102 0.0741 -0.2847 0.3079
H -14.92475 -16.46590 18.29342 0.1790 0.1268 -0.2424
H -15.24692 -14.13494 18.08067 -0.6104 0.7739 -0.0593
H -15.10134 -14.07960 19.87356 -0.3990 0.4839 -0.0240
H -17.53043 -14.17594 19.44524 -0.2099 0.2282 -0.0564
H -17.04007 -15.80032 19.93202 0.0935 -0.0517 0.2610
H -19.19791 -16.32511 18.51430 0.0936 0.2446 0.4459
H -19.11570 -15.90328 16.82805 0.8552 -0.4084 -0.2785
H -19.07024 -14.59048 17.88536 -0.5981 -0.0219 0.6901
C -15.49013 -31.59785 15.41118 2.1592 -1.7864 -0.5409
O -15.60532 -30.24600 15.37279 -2.5600 2.8612 0.9320
C -16.73393 -29.81885 16.23385 0.0216 -0.3011 -0.5882
C -17.05210 -28.28425 16.25424 1.0127 -1.7576 0.0654
N -17.71662 -27.85574 17.49732 -0.5117 1.6332 -1.0668
C -18.15207 -26.43545 17.28658 -0.5600 0.4934 2.0543
C -18.56513 -25.86489 18.69954 0.0091 -0.7574 -0.9905
O -19.21432 -24.55248 18.65649 2.4678 -1.5835 0.4443
C -20.55868 -24.59638 18.41517 -0.9461 0.4600 -0.1759
H -16.24935 -32.25765 14.99124 -0.8893 0.4775 0.2338
H -15.16478 -31.93954 16.39377 -0.3469 -0.2614 0.3471
H -14.64036 -31.80278 14.76002 0.2495 -0.1698 -0.0315
H -16.58349 -30.28412 17.20801 0.2243 0.4303 0.3783
H -17.64951 -30.27558 15.85808 -0.0067 -0.3914 -0.1905
H -17.74658 -28.15337 15.42437 0.1000 0.4863 0.0703
H -16.10736 -27.78091 16.04874 -0.0070 0.4460 -0.0509
H -17.05986 -27.74251 18.25623 0.5421 -0.6538 0.0497
H -19.05674 -26.33624 16.68673 0.2708 -0.3197 -0.5048
H -17.35618 -25.78141 16.93040 0.0346 -0.1011 -0.5419
H -17.69962 -25.90077 19.36114 0.1774 1.0220 -0.0687
H -19.15307 -26.67858 19.12420 -0.9719 0.3624 0.1839
H -21.11834 -24.87233 19.30890 -0.2376 -0.3639 0.1879
H -20.82741 -25.23020 17.57010 -0.0880 -0.2220 -0.1344
H -20.84393 -23.57008 18.18406 -0.1676 0.1239 -0.1541
C -21.29453 -25.42588 14.20451 1.3605 -0.3722 0.8571
O -20.34150 -24.42033 14.58389 -1.3196 0.8696 0.1428
C -21.00379 -23.17922 14.98266 1.5885 0.7679 -0.9906
C -19.92924 -22.16167 15.46097 0.7683 -0.3619 0.1006
N -19.34062 -21.27930 14.43354 0.0165 -0.7284 -0.3951
C -18.18503 -20.48548 14.84944 0.3106 0.4888 0.8079
C -16.82785 -21.18564 14.86396 -0.5341 -0.8774 0.0789
O -16.71051 -21.86871 13.61536 0.3701 0.0846 0.5048
C -15.69082 -22.83979 13.67639 0.3051 -0.4964 -0.5284
H -20.73759 -26.34181 14.00702 0.3192 0.1451 -0.2073
H -21.89330 -25.24380 13.31208 -0.2167 0.5485 0.2365
H -21.83071 -25.68634 15.11706 -0.9093 0.1267 -0.1311
H -21.74632 -23.29542 15.77211 -0.1452 -0.5760 0.1636
H -21.47890 -22.74469 14.10313 -0.3696 -0.0671 -0.0987
H -19.19835 -22.80452 15.95152 0.5147 -0.1858 0.1093
H -20.24267 -21.50613 16.27345 -0.6625 0.0245 0.0015
H -18.93197 -21.86012 13.71537 -0.3642 -0.3963 -0.4897
H -18.39776 -20.09138 15.84319 0.2259 0.2079 0.0758
H -18.01683 -19.64070 14.18150 -0.6063 0.1264 -0.2062
H -16.74589 -21.90114 15.68216 -0.2495 -0.4253 0.1820
H -15.98839 -20.51316 15.04055 -0.1041 0.4925 -0.2671
H -14.74732 -22.45661 14.06507 0.0883 0.3207 -0.0168
H -15.50801 -23.22875 12.67470 -0.0417 0.2549 -0.0843
H -15.94199 -23.71060 14.28195 -0.3931 0.0074 0.3554
C -19.00902 -21.04820 19.18014 -0.4250 0.8774 -0.8709
C -17.59563 -21.61774 19.16205 -0.6888 0.2899 -1.4235
C -16.48228 -20.59162 18.93362 -0.7724 -0.1233 -0.2870
O -16.76569 -19.78656 17.77453 0.6186 -1.0044 0.6545
C -15.85307 -18.72945 17.55801 -0.6943 0.9226 -0.5447
N -17.44458 -22.28006 20.42218 0.7547 -0.2264 0.3757
H -19.33153 -20.47358 18.31187 0.3228 -0.0045 -0.4514
H -19.11054 -20.33468 19.99787 0.0292 -0.1872 0.3241
H -19.74599 -21.84400 19.28821 0.0319 -0.1482 0.2409
H -17.51912 -22.40314 18.41013 -0.0269 0.1970 -0.5043
H -15.59221 -21.21823 18.87666 0.5442 0.3550 -0.4098
H -16.38971 -19.94077 19.80306 0.0465 0.1669 0.2283
H -15.75969 -18.08693 18.43354 0.1537 -0.3422 0.3700
H -16.30649 -18.09248 16.79855 -0.2214 -0.0003 -0.0619
H -14.88029 -18.94283 17.11499 0.2281 -0.7623 0.3676
H -17.67846 -21.51119 21.03394 0.1909 -0.3708 0.6866
H -18.24899 -22.89073 20.43141 0.0358 -0.5874 0.3974